[1]
DFT (ωB97M-V/def2-TZVPD) results for 2 unconnected molecules or ions with the total composition C3H11N2 at a distorted geometry.

Calculated values
**LUMO level**: -3.04 eV
**E**: -230.1412 Eh
**Net charge**: +1
**Highest occupied orbital energy**: -0.53616 Ha
**2S+1**: 1
**Energy above the lowest of the compared OMol25 structures with the same formula, charge and spin**: 108.1 kJ/mol
**HOMO-LUMO gap**: 11.6 eV

CARTESIAN COORDINATES (ANGSTROEM)
C -0.1286 -1.7043 -2.3159
N -0.8226 -1.2433 -1.3641
H -0.4572 -2.5794 -2.8921
H 0.8698 -1.3287 -2.5094
H -0.3488 -0.5327 0.4662
H -1.7194 -1.7137 -1.2597
C 1.1978 0.4177 1.7032
N -0.1445 0.3297 1.0023
C -0.4859 1.4674 0.0865
H 1.9777 0.0916 1.0224
H 1.3222 1.4505 2.0094
H 1.1567 -0.2537 2.5454
H -0.8112 0.3898 1.7824
H -0.5342 2.3667 0.6844
H -1.4357 1.2438 -0.3754
H 0.3639 1.5986 -0.5855

Atoms 1-3, force components in eV/Å:
-0.28 -0.94 0.21
0.17 0.29 0.44
0.07 0.42 -0.15

[2]
DFT (ωB97M-V/def2-TZVPD) results for 7 unconnected molecules or ions with the total composition C28H56O9 at a distorted geometry.

Calculated values
**LUMO level (alpha / beta)**: -2.57 / -8.65 eV
**E**: -1777.0816 Eh
**Net charge**: +1
**Highest occupied orbital energy (alpha / beta)**: -0.43164 / -0.43161 Ha
**2S+1**: 2
**Energy above the lowest of the compared OMol25 structures with the same formula, charge and spin**: 0.0 kJ/mol
**HOMO-LUMO gap (alpha / beta)**: 9.2 / 3.1 eV

CARTESIAN COORDINATES (ANGSTROEM)
C 8.4216 -17.3779 -13.0301
C 8.3008 -15.8520 -13.3584
O 9.2410 -15.4117 -14.3623
C 9.9835 -14.2419 -14.2685
O 10.0331 -13.5717 -13.2430
O 10.5022 -13.9218 -15.5035
C 11.0784 -12.6438 -15.6987
H 7.8689 -17.5267 -12.1025
H 9.4691 -17.5577 -12.7880
H 8.1436 -18.1222 -13.7763
H 8.2750 -15.2401 -12.4566
H 7.2908 -15.6636 -13.7225
H 10.4349 -12.1920 -16.4537
H 12.1017 -12.7182 -16.0665
H 11.1817 -12.1885 -14.7137
C 15.7196 -12.3341 -14.8046
C 16.9939 -11.5729 -14.3741
C 17.6134 -11.1642 -15.7409
O 16.5096 -11.1819 -16.6291
C 15.6801 -12.2585 -16.3313
H 14.8103 -11.8950 -14.3942
H 15.6831 -13.3863 -14.5221
H 17.6105 -12.2023 -13.7324
H 16.8600 -10.6939 -13.7436
H 18.4583 -11.8322 -15.9088
H 18.1343 -10.2089 -15.6761
H 16.0029 -13.1041 -16.9387
H 14.6796 -12.1535 -16.7510
C 8.8684 -9.9050 -15.9396
C 8.6764 -8.4356 -16.3062
C 7.1747 -8.2809 -16.5408
O 6.5698 -9.5069 -16.0077
C 7.5543 -10.1661 -15.2100
H 9.6541 -10.0953 -15.2084
H 8.9834 -10.5595 -16.8036
H 9.3863 -8.1197 -17.0706
H 9.0241 -7.8807 -15.4349
H 6.8349 -8.2194 -17.5747
H 6.9049 -7.4064 -15.9488
H 7.3554 -11.2367 -15.1612
H 7.3524 -9.7264 -14.2333
C 14.2177 -2.9184 -12.5312
C 12.8994 -3.6098 -12.8432
C 12.6459 -4.3144 -11.5361
O 13.9391 -4.6710 -11.0912
C 14.9357 -3.8978 -11.6483
H 13.9368 -1.9798 -12.0535
H 14.6465 -2.7127 -13.5120
H 13.0037 -4.3647 -13.6225
H 12.1197 -2.8762 -13.0483
H 11.9428 -5.1464 -11.4964
H 12.2161 -3.5306 -10.9123
H 15.6855 -4.4499 -12.2149
H 15.3539 -3.2098 -10.9136
C 14.5173 -14.1141 -9.5765
C 13.2336 -13.3849 -9.4758
C 12.7671 -13.0903 -10.8802
O 13.6650 -13.8313 -11.7517
C 14.9107 -13.8659 -11.0521
H 14.3395 -15.1717 -9.3818
H 15.1637 -13.6455 -8.8344
H 13.3304 -12.3870 -9.0482
H 12.5874 -13.9699 -8.8214
H 12.8953 -12.0269 -11.0827
H 11.7174 -13.3420 -11.0314
H 15.1991 -12.8280 -11.2186
H 15.6701 -14.5353 -11.4563
C 15.1364 -4.9055 -18.2644
C 15.7322 -6.3008 -18.0035
C 14.5697 -7.2880 -17.7483
O 13.5064 -6.4693 -17.2981
C 13.5901 -5.1573 -17.9949
H 15.2430 -4.6749 -19.3244
H 15.6162 -4.0997 -17.7090
H 16.4286 -6.1635 -17.1762
H 16.3216 -6.6771 -18.8396
H 14.9145 -7.9658 -16.9675
H 14.2971 -7.8269 -18.6557
H 13.1939 -4.3786 -17.3432
H 12.9543 -5.1278 -18.8797
C 12.8615 -9.7550 -13.8932
C 14.2310 -8.9299 -13.7547
C 13.8051 -7.7066 -12.9196
O 12.4251 -7.5307 -13.1632
C 11.7911 -8.7463 -13.6706
H 12.7393 -10.4193 -13.0377
H 12.6324 -10.2575 -14.8329
H 14.6363 -8.7665 -14.7532
H 15.0706 -9.4794 -13.3289
H 14.4682 -6.8532 -13.0615
H 13.9257 -7.9171 -11.8569
H 11.2313 -8.5973 -14.5940
H 11.0672 -9.1198 -12.9463

Atoms 1-3, force components in eV/Å:
1.02 1.37 0.38
-0.97 -0.66 0.17
1.52 1.34 -0.79

[3]
DFT (ωB97M-V/def2-TZVPD) results for a single C5H10O2 molecule.

Calculated values
**LUMO level**: 1.02 eV
**E**: -346.9571 Eh
**Net charge**: 0
**Highest occupied orbital energy**: -0.35049 Ha
**2S+1**: 1
**Energy above the lowest of the compared OMol25 structures with the same formula, charge and spin**: 179.3 kJ/mol
**SMILES**: CCO[C@@H](C)C=O
**HOMO-LUMO gap**: 10.6 eV

CARTESIAN COORDINATES (ANGSTROEM)
C 2.5048 -0.5694 0.0215
C 1.0598 -0.9967 0.2027
O 0.2354 -0.0647 -0.4817
C -1.0578 0.1323 0.0741
C -1.2086 1.6130 0.4365
C -2.0611 -0.2881 -0.9915
O -2.9074 -1.1329 -0.8398
H 2.6630 0.4163 0.4722
H 3.1840 -1.2844 0.4991
H 2.7578 -0.5043 -1.0414
H 0.8941 -2.0116 -0.1906
H 0.8098 -1.0122 1.2755
H -1.2168 -0.5133 0.9500
H -1.8277 1.7534 1.3267
H -0.2053 2.0045 0.6306
H -1.6410 2.1953 -0.3872
H -1.9473 0.2609 -1.9542

Atoms 1-3, force components in eV/Å:
0.04 0.01 -0.03
0.21 -0.19 0.14
-0.06 -0.02 0.03

[4]
DFT (ωB97M-V/def2-TZVPD) results for a molecular structure, C35H27N2PPd.

Calculated values
**LUMO level (alpha / beta)**: 0.55 / -2.09 eV
**E**: -1928.5002 Eh
**Net charge**: 0
**Highest occupied orbital energy (alpha / beta)**: -0.18177 / -0.29917 Ha
**2S+1**: 5
**Energy above the lowest of the compared OMol25 structures with the same formula, charge and spin**: 200.7 kJ/mol
**HOMO-LUMO gap (alpha / beta)**: 5.5 / 6.1 eV

CARTESIAN COORDINATES (ANGSTROEM)
Pd 0.5460 0.3102 0.3428
C 1.3435 -1.2002 5.6808
C 0.2298 -0.8348 4.9418
C 0.1255 -1.2156 3.6116
C 1.1415 -1.9536 3.0128
C 2.2555 -2.3278 3.7670
C 2.3537 -1.9534 5.0963
P 1.0270 -2.3158 1.2388
C 0.9929 -4.1129 1.0821
C 1.1843 -4.6773 -0.1792
C 1.1180 -6.0494 -0.3400
C 0.8459 -6.8667 0.7493
C 0.6385 -6.3076 2.0000
C 0.7053 -4.9332 2.1690
C 2.5737 -1.7540 0.5398
C 3.8152 -2.3737 0.4388
C 4.8361 -1.7071 -0.2170
C 4.6012 -0.4550 -0.7799
C 3.3487 0.1461 -0.7032
C 2.3281 -0.5175 -0.0334
H 1.4341 -0.8904 6.7139
H -0.5522 -0.2379 5.3922
H -0.7326 -0.9019 3.0253
H 3.0542 -2.8964 3.3057
H 3.2260 -2.2316 5.6731
H 1.3787 -4.0430 -1.0355
H 1.2696 -6.4812 -1.3201
H 0.7902 -7.9391 0.6194
H 0.4223 -6.9403 2.8503
H 0.5422 -4.5031 3.1482
H 3.9745 -3.3607 0.8572
H 5.8144 -2.1617 -0.3000
H 5.4037 0.0547 -1.2990
H 3.1751 1.1097 -1.1675
C -3.1183 2.7504 0.2601
C -3.0078 3.4658 1.4740
C -1.8892 3.3270 2.2394
C -0.8375 2.4732 1.8204
N -0.9645 1.7859 0.6300
C -2.0826 1.9283 -0.0968
C 0.3557 2.2595 2.5596
C 0.6970 2.9802 3.7339
C 1.8802 2.7464 4.3682
C 2.7690 1.7832 3.8441
C 2.3925 1.1048 2.7159
N 1.2289 1.3021 2.0771
H -3.9892 2.8340 -0.3725
H -3.8088 4.1146 1.8027
H -1.8095 3.8579 3.1768
H -2.1032 1.3391 -1.0070
H 0.0188 3.7302 4.1131
H 2.1345 3.3045 5.2591
H 3.7189 1.5687 4.3098
H 3.0398 0.3517 2.2860
C -0.2260 -0.4544 -1.2466
C -0.1084 -1.2593 -2.3812
C -1.2116 -1.3984 -3.2682
C -1.1319 -2.2109 -4.3760
C 0.0381 -2.9139 -4.6617
C 1.1353 -2.7889 -3.8177
C 1.0782 -1.9839 -2.6981
H -2.1238 -0.8574 -3.0546
H -1.9884 -2.3027 -5.0322
H 0.0929 -3.5466 -5.5374
H 2.0509 -3.3246 -4.0419
H 1.9458 -1.8779 -2.0673

Atoms 1-3, force components in eV/Å:
0.36 -0.14 0.17
0.00 0.00 0.03
-0.03 0.00 0.02

[5]
DFT (ωB97M-V/def2-TZVPD) results for a single C20H23N5O2S molecule at a distorted geometry.

Calculated values
**LUMO level**: 0.42 eV
**E**: -1598.4177 Eh
**Net charge**: 0
**Highest occupied orbital energy**: -0.30923 Ha
**2S+1**: 1
**Energy above the lowest of the compared OMol25 structures with the same formula, charge and spin**: 17.0 kJ/mol
**SMILES**: Cc1ccc(CNC(=O)C2CCN(c3nn4c(=O)cc(C)nc4s3)CC2)cc1
**HOMO-LUMO gap**: 8.8 eV

CARTESIAN COORDINATES (ANGSTROEM)
C 4.7205 -2.7739 3.3734
C 3.4002 -3.0580 2.7254
C 3.3238 -3.2724 1.3527
C 2.1117 -3.5246 0.7423
C 0.9397 -3.5666 1.4897
C -0.3754 -3.8098 0.7965
N -0.6481 -2.7657 -0.1730
C -0.5573 -2.9713 -1.5030
O -0.3917 -4.0665 -1.9963
C -0.7145 -1.7144 -2.3609
C -2.1012 -1.0834 -2.1930
C -2.2098 0.1542 -3.0881
N -1.1531 1.0889 -2.7753
C -1.3256 2.0696 -1.8812
N -0.3711 2.7159 -1.3174
N -0.8237 3.7240 -0.5433
C 0.0612 4.5765 0.1767
O 1.2570 4.4110 0.1128
C -0.6621 5.5672 0.9207
C -2.0237 5.6427 0.9198
C -2.7847 6.6703 1.6886
N -2.7920 4.7758 0.2099
C -2.1702 3.8786 -0.4737
S -2.9610 2.6669 -1.4517
C 0.1810 0.5466 -2.9596
C 0.3788 -0.6803 -2.0684
C 1.0103 -3.3483 2.8568
C 2.2283 -3.1019 3.4671
H 5.4728 -3.4851 3.0373
H 4.6441 -2.8282 4.4563
H 5.0628 -1.7750 3.1027
H 4.2272 -3.2448 0.7605
H 2.0646 -3.6985 -0.3230
H -1.1930 -3.8509 1.5226
H -0.3465 -4.7468 0.2331
H -0.6905 -1.8255 0.1862
H -0.6096 -2.0481 -3.3990
H -2.2631 -0.7855 -1.1546
H -2.8744 -1.8026 -2.4644
H -2.1001 -0.1350 -4.1376
H -3.1771 0.6435 -2.9603
H -0.0646 6.2594 1.4913
H -2.1143 7.3026 2.2622
H -3.3640 7.2829 1.0004
H -3.4880 6.1779 2.3572
H 0.2834 0.2702 -4.0127
H 0.9028 1.3247 -2.7136
H 0.3433 -0.3576 -1.0257
H 1.3625 -1.1122 -2.2539
H 0.1088 -3.3778 3.4527
H 2.2655 -2.9388 4.5348

Atoms 1-3, force components in eV/Å:
0.01 0.05 -0.03
-0.07 -0.02 0.09
-0.07 -0.01 -0.01

[6]
DFT (ωB97M-V/def2-TZVPD) results for a single C3H6N4 molecule at a distorted geometry.

Calculated values
**LUMO level**: 0.97 eV
**E**: -336.7734 Eh
**Net charge**: 0
**Highest occupied orbital energy**: -0.33870 Ha
**2S+1**: 1
**Energy above the lowest of the compared OMol25 structures with the same formula, charge and spin**: 461.8 kJ/mol
**SMILES**: C[C@H]1[C@@H]2N=NNN12
**HOMO-LUMO gap**: 10.2 eV

CARTESIAN COORDINATES (ANGSTROEM)
C 0.1475 0.7902 0.9231
C -0.3468 -0.1368 -0.0801
C -0.0294 -0.0164 -1.4686
N -0.9804 -0.5120 -2.4766
N -1.2359 -1.6622 -2.1907
N -0.5428 -2.2524 -1.2956
N 0.5404 -1.0870 -0.6932
H 1.0589 1.2057 0.5371
H 0.1998 0.2352 1.9292
H -0.5811 1.5699 1.2515
H -1.3349 -0.5521 0.0941
H 0.5409 0.8044 -1.9251
H -0.8813 -2.9221 -0.5998

Atoms 1-3, force components in eV/Å:
-0.66 -0.06 3.02
-2.73 0.01 0.44
0.75 1.21 -2.35

Which of these has the lowest E?
C35H27N2PPd